Record 1
The following is a DFT calculation (wB97M-V/def2-TZVPD) of a molecular structure, C11H44O11 at a distorted geometry.

ORCA input file:
```
! RIJCOSX wB97M-V def2-TZVPD def2/J DEFGRID3
* xyz 0 1
C 2.05 1.41 -1.96
O 0.78 2.06 -1.97
H 1.92 0.38 -1.63
H 2.47 1.42 -2.97
H 2.76 1.84 -1.25
H 0.12 1.82 -1.31
C -1.55 2.44 -2.63
O -0.30 2.95 -3.17
H -2.20 3.31 -2.56
H -1.96 1.62 -3.22
H -1.31 1.99 -1.67
H 0.46 2.56 -2.73
C 3.55 -1.22 -0.16
O 3.86 -2.54 0.14
H 2.49 -1.07 0.08
H 4.23 -0.59 0.40
H 3.88 -1.09 -1.19
H 3.18 -3.05 -0.30
C 2.28 -1.28 2.56
O 1.13 -0.92 1.96
H 2.53 -2.30 2.24
H 3.11 -0.58 2.48
H 1.93 -1.30 3.59
H 1.21 0.04 1.94
C 1.98 1.63 1.10
O 1.85 0.88 2.28
H 2.43 1.06 0.29
H 0.95 1.80 0.78
H 2.59 2.52 1.30
H 2.11 1.42 3.03
C -2.89 0.27 -1.61
O -2.54 0.60 -0.20
H -3.34 1.13 -2.11
H -2.03 0.03 -2.23
H -3.63 -0.53 -1.64
H -3.22 0.27 0.39
C 0.05 -0.06 0.02
O -0.38 1.21 -0.50
H -0.01 -0.87 -0.70
H 1.07 -0.15 0.39
H -0.65 -0.35 0.81
H -1.33 1.09 -0.54
C 0.21 -3.16 0.68
O -0.36 -2.33 1.65
H -0.55 -3.88 0.34
H 0.46 -2.61 -0.23
H 0.97 -3.80 1.13
H 0.29 -1.65 1.84
C -2.72 -1.79 2.44
O -2.15 -1.84 1.12
H -1.90 -1.69 3.16
H -3.38 -0.93 2.53
H -3.19 -2.73 2.71
H -1.25 -2.17 1.25
C -2.00 -2.32 -1.56
O -2.82 -2.12 -2.69
H -2.60 -2.28 -0.65
H -1.49 -3.28 -1.50
H -1.24 -1.54 -1.46
H -3.71 -2.31 -2.39
C -0.39 3.48 0.47
O 0.36 4.62 0.86
H -1.44 3.62 0.74
H -0.48 3.31 -0.61
H -0.19 2.53 0.96
H -0.06 4.99 1.64
*
```

Properties
- E_HOMO: -7.484 eV
- Relative energy (zero: lowest compared OMol25 entry of this formula, charge and spin): 1978.3 kJ/mol

Record 2
The following is a DFT calculation (wB97M-V/def2-TZVPD) of 11 unconnected molecules or ions with the total composition C11H44O11 at a distorted geometry.

ORCA input file:
```
! RIJCOSX wB97M-V def2-TZVPD def2/J DEFGRID3
* xyz 0 1
C 3.06 3.54 -0.55
O 3.18 2.10 -0.71
H 2.20 3.84 0.06
H 4.01 3.90 -0.15
H 2.89 4.03 -1.51
H 2.99 1.63 0.10
C -2.52 3.66 -0.99
O -3.70 2.94 -0.61
H -1.79 2.98 -1.44
H -2.73 4.51 -1.64
H -2.02 4.03 -0.10
H -4.05 2.50 -1.39
C -1.12 -1.10 3.76
O -2.52 -1.29 3.90
H -0.82 -1.25 2.73
H -0.86 -0.10 4.11
H -0.57 -1.85 4.33
H -2.98 -0.45 3.92
C 1.89 -3.27 2.33
O 2.54 -4.15 1.42
H 1.26 -3.77 3.07
H 2.54 -2.52 2.79
H 1.24 -2.66 1.70
H 3.23 -3.64 0.98
C 2.92 -0.56 -2.59
O 2.58 0.76 -2.91
H 2.29 -1.23 -3.17
H 3.98 -0.72 -2.75
H 2.69 -0.71 -1.53
H 2.77 1.31 -2.15
C 0.87 -4.05 -1.91
O 0.21 -2.96 -2.58
H 0.09 -4.63 -1.43
H 1.53 -4.69 -2.50
H 1.37 -3.67 -1.02
H 0.06 -3.20 -3.49
C -0.18 -0.28 -0.31
O -0.90 -1.40 -0.73
H -0.48 -0.09 0.72
H 0.90 -0.46 -0.27
H -0.42 0.64 -0.86
H -0.53 -1.77 -1.52
C -3.84 -0.71 0.46
O -3.52 -1.91 -0.12
H -4.73 -0.84 1.06
H -3.04 -0.41 1.14
H -3.94 0.13 -0.23
H -2.62 -1.90 -0.45
C -3.00 1.99 2.73
O -3.63 1.35 3.74
H -2.39 2.82 3.09
H -2.32 1.30 2.23
H -3.66 2.48 2.01
H -4.37 1.89 4.01
C 2.84 0.60 2.32
O 1.98 1.39 1.54
H 3.47 -0.17 1.88
H 3.53 1.25 2.87
H 2.27 0.08 3.08
H 1.45 1.92 2.13
C -0.22 0.32 -4.97
O 0.52 1.41 -4.43
H -0.38 -0.39 -4.15
H -1.21 0.61 -5.31
H 0.39 -0.12 -5.75
H 1.29 1.04 -3.98
*
```

Properties
- E_HOMO: -9.067 eV
- SMILES string: CO.CO.CO.CO.CO.CO.CO.CO.CO.CO.CO
- Relative energy (zero: lowest compared OMol25 entry of this formula, charge and spin): 257.4 kJ/mol

Record 3
The following is a DFT calculation (wB97M-V/def2-TZVPD) of 12 unconnected molecules or ions with the total composition C11H46N10O15 at a distorted geometry.

ORCA input file:
```
! RIJCOSX wB97M-V def2-TZVPD def2/J DEFGRID3
* xyz 0 1
N -3.62 -3.60 -0.53
C -4.66 -2.87 -1.05
N -5.43 -2.21 -0.12
O -4.90 -2.86 -2.25
H -3.41 -3.56 0.48
H -2.97 -4.04 -1.17
H -4.92 -1.93 0.69
H -6.01 -1.52 -0.52
N 1.20 0.24 1.51
C 2.58 0.05 1.79
N 2.92 -0.83 2.78
O 3.36 0.79 1.18
H 0.57 -0.51 1.77
H 1.09 0.62 0.57
H 3.92 -0.89 2.93
H 2.22 -1.38 3.23
N -0.85 -3.78 -3.58
C -0.19 -2.69 -3.14
N -0.13 -1.63 -4.05
O 0.47 -2.73 -2.09
H -1.08 -4.52 -2.86
H -1.65 -3.75 -4.21
H -0.58 -1.67 -4.95
H 0.15 -0.75 -3.63
N 3.02 2.49 -1.49
C 1.97 3.05 -0.86
N 2.15 4.13 -0.08
O 0.84 2.60 -1.09
H 3.99 2.58 -1.17
H 2.70 1.58 -1.75
H 3.06 4.55 0.10
H 1.33 4.51 0.49
N -2.47 1.13 0.45
C -2.24 -0.22 0.37
N -1.53 -0.62 -0.73
O -2.67 -1.07 1.15
H -1.78 1.78 0.00
H -2.93 1.35 1.33
H -1.25 0.06 -1.42
H -1.40 -1.62 -0.89
O 0.41 -0.42 4.74
C -0.95 -0.94 4.65
C -1.04 -2.23 3.88
O -0.45 -2.18 2.60
H 0.45 0.17 3.98
H -1.33 -1.14 5.70
H -1.54 -0.15 4.19
H -2.16 -2.39 3.86
H -0.64 -3.01 4.49
H -1.14 -1.91 1.98
O 4.97 4.03 1.10
C 4.77 3.44 2.42
C 5.72 2.29 2.64
O 6.99 2.90 2.73
H 5.93 4.11 0.92
H 5.00 4.16 3.20
H 3.77 3.11 2.60
H 5.70 1.64 1.82
H 5.53 1.77 3.63
H 7.02 3.58 3.39
O -0.43 1.15 -2.90
C -1.27 2.10 -3.59
C -1.20 3.53 -3.28
O -1.52 3.84 -1.94
H 0.11 1.66 -2.24
H -1.19 2.04 -4.71
H -2.28 1.85 -3.26
H -1.96 3.95 -3.93
H -0.27 3.91 -3.65
H -0.71 3.68 -1.42
O -3.64 -4.11 -4.47
H -4.19 -3.74 -3.78
H -4.16 -4.44 -5.24
O 2.64 -0.55 -1.66
H 3.38 -1.14 -1.41
H 1.96 -1.14 -1.93
O -4.21 0.35 2.80
H -4.70 0.91 2.14
H -3.62 -0.28 2.36
O -0.57 -3.66 0.19
H -0.10 -3.53 -0.69
H 0.08 -3.50 0.93
*
```

Properties
- E_HOMO: -9.899 eV
- SMILES string: NC(N)=O.NC(N)=O.NC(N)=O.NC(N)=O.NC(N)=O.OCCO.OCCO.OCCO.O.O.O.O
- Relative energy (zero: lowest compared OMol25 entry of this formula, charge and spin): 0.0 kJ/mol

| no. | HOMO-LUMO gap (eV) |
| --- | --- |
| 1 | 7.4 |
| 2 | 9.2 |
| 3 | 10.4 |